No. 1
Density functional theory data (ωB97M-V/def2-TZVPD) for the molecule CH3N3S2 in a non-equilibrium geometry.

Summary:
**E_tot**: -27223.0817 eV
**HOMO (alpha / beta)**: -8.477 / -8.177 eV
**F_max**: 1.4 eV/Å
**Frontier orbital gap (alpha / beta)**: 7.22 / 7.07 eV
**Relative energy (zero: lowest compared OMol25 entry of this formula, charge and spin)**: 133.35 kJ/mol

Geometry as XYZ:
```
9
Properties=species:S:1:pos:R:3:lowdin_charge:R:1
C 1.359 -0.430 -0.718 -0.435
N 0.126 -0.924 -0.854 -0.384
N 1.681 0.440 0.145 0.095
N -1.985 0.298 0.715 -0.932
S -1.327 -0.770 -0.415 0.961
S -1.577 1.464 1.770 0.541
H 2.047 -0.905 -1.437 0.114
H 2.659 0.702 0.139 0.040
H -2.983 0.123 0.655 0.000
```



No. 2
Density functional theory data (ωB97M-V/def2-TZVPD) for a cluster of 2 separate species, C16H21N6O5S in total in a non-equilibrium geometry.

Summary:
**E_tot**: -46950.5522 eV
**HOMO**: -4.224 eV
**F_max**: 3.4 eV/Å
**Total charge**: -1
**Frontier orbital gap**: 6.03 eV

Geometry as XYZ:
```
49
Properties=species:S:1:pos:R:3:lowdin_charge:R:1
O 3.463 -0.432 -1.317 0.079
O -0.250 1.428 -1.744 0.045
O 0.940 0.659 5.097 -0.084
O -2.339 -0.630 0.749 0.032
O 3.075 0.718 4.504 -0.091
S 1.293 0.775 -5.413 0.584
N 1.282 -2.149 -0.358 0.204
N -0.845 -2.304 -2.230 0.196
C 2.451 -0.636 -1.973 -0.395
C 0.256 2.163 -0.907 -0.559
C 1.854 0.653 4.240 -0.760
C -1.914 0.518 0.841 -0.443
C 1.316 -0.072 -3.992 -0.855
C 1.328 -1.498 -1.547 -0.119
C 0.260 -1.588 -2.469 -0.242
C 0.158 -2.840 -0.086 -0.258
C -0.912 -2.914 -1.027 -0.238
N 2.432 -0.014 -3.196 0.118
N 0.291 -0.942 -3.690 0.101
N -2.801 1.521 0.787 0.044
N 0.183 1.948 0.401 0.113
C 1.024 3.387 -1.338 0.009
C 0.075 -3.510 1.260 -0.025
C -2.164 -3.689 -0.727 -0.032
C -2.585 2.953 0.983 -0.063
C 1.469 0.594 2.753 -0.117
C -0.045 0.712 2.512 -0.144
C -0.395 0.742 1.017 -0.202
H 3.124 0.704 -3.366 0.147
H -0.609 -0.756 -4.115 0.142
H -3.748 1.210 0.644 0.137
H 0.679 2.574 1.014 0.141
H 0.581 4.269 -0.882 0.077
H 0.982 3.469 -2.423 0.082
H 2.059 3.284 -1.017 0.087
H -0.738 -3.073 1.846 0.086
H 1.009 -3.372 1.814 0.087
H -0.103 -4.583 1.145 0.076
H -2.656 -3.277 0.158 0.080
H -2.861 -3.626 -1.567 0.079
H -1.928 -4.741 -0.550 0.080
H -1.902 3.125 1.816 0.079
H -3.535 3.440 1.207 0.082
H -2.168 3.391 0.075 0.072
H 1.977 1.411 2.235 0.099
H 1.817 -0.349 2.323 0.112
H -0.423 1.621 2.984 0.112
H -0.536 -0.150 2.968 0.124
H 0.081 -0.121 0.563 0.122
```



No. 3
Density functional theory data (ωB97M-V/def2-TZVPD) for the ion C11H19N2 with charge +1 in a non-equilibrium geometry.

Summary:
**E_tot**: -14684.4407 eV
**HOMO**: -11.709 eV
**F_max**: 4.0 eV/Å
**Total charge**: +1
**Frontier orbital gap**: 8.23 eV
**Relative energy (zero: lowest compared OMol25 entry of this formula, charge and spin)**: 492.74 kJ/mol
**SMILES string**: C=C=C/C=C\N(C)/[NH+]=C(/C)CCC

Geometry as XYZ:
```
32
Properties=species:S:1:pos:R:3:lowdin_charge:R:1
C 0.818 1.991 -1.247 -0.132
C 1.822 1.353 -2.013 -0.097
C 0.310 1.689 -0.101 -0.136
C 2.250 0.161 -1.623 -0.090
C -0.740 -0.768 1.280 -0.258
C 2.893 -0.962 -1.336 0.028
C -1.480 -1.534 2.275 0.005
C -2.540 -0.332 -1.946 -0.074
C 2.176 1.232 1.618 -0.009
C -0.993 -1.135 -0.142 -0.131
C -2.330 -0.531 -0.446 -0.266
N 0.079 0.118 1.728 0.151
N 0.894 0.917 0.941 -0.151
H 0.118 2.642 -1.842 0.143
H 2.213 1.854 -2.921 0.135
H -0.632 2.117 0.231 0.130
H 3.784 -0.796 -0.777 0.050
H 2.783 -2.069 -1.616 0.101
H 0.427 0.084 2.685 0.185
H -0.998 -2.528 2.432 0.127
H -2.372 -1.776 1.674 0.089
H -1.710 -1.194 3.328 0.129
H -2.420 -1.325 -2.500 0.114
H -1.749 0.411 -2.199 0.075
H -3.501 0.117 -2.200 0.078
H 2.724 0.329 2.019 0.111
H 2.785 1.743 0.889 0.088
H 2.013 1.936 2.473 0.103
H -0.120 -0.664 -0.639 0.111
H -0.950 -2.216 -0.160 0.146
H -2.478 0.385 0.175 0.130
H -3.077 -1.248 -0.041 0.117
```



No. 4
Density functional theory data (ωB97M-V/def2-TZVPD) for the molecule C4H8N2S in a non-equilibrium geometry.

Summary:
**E_tot**: -18087.8926 eV
**HOMO**: -8.958 eV
**F_max**: 5.3 eV/Å
**Frontier orbital gap**: 9.43 eV
**Relative energy (zero: lowest compared OMol25 entry of this formula, charge and spin)**: 564.42 kJ/mol
**SMILES string**: C=S(C)(C)=NC#N

Geometry as XYZ:
```
15
Properties=species:S:1:pos:R:3:lowdin_charge:R:1
C 2.413 -0.181 -0.017 -0.515
C -1.343 -1.519 0.054 -0.317
C -0.330 0.665 1.443 -0.157
C -0.366 0.656 -1.360 -0.117
N 3.290 0.577 -0.004 0.095
N 1.415 -1.021 0.220 -0.212
S -0.117 -0.501 0.047 0.833
H -1.782 -1.668 -1.005 0.058
H -1.296 -2.446 0.489 -0.019
H 0.661 1.179 1.353 0.063
H -1.116 1.249 1.051 0.037
H -0.401 0.285 2.478 0.090
H 0.193 1.504 -0.957 0.069
H 0.110 0.422 -2.297 0.083
H -1.331 0.801 -1.494 0.008
```



No. 5
Density functional theory data (ωB97M-V/def2-TZVPD) for a structure of composition C3H3HoO2 in a non-equilibrium geometry.

Summary:
**<S²>**: 6.013
**E_tot**: -33029.7353 eV
**HOMO (alpha / beta)**: -18.077 / -17.781 eV
**F_max**: 8.6 eV/Å
**Total charge**: +2
**Frontier orbital gap (alpha / beta)**: 7.89 / 7.20 eV
**Relative energy (zero: lowest compared OMol25 entry of this formula, charge and spin)**: 82.13 kJ/mol
**Spin multiplicity**: 5

Geometry as XYZ:
```
9
Properties=species:S:1:pos:R:3:lowdin_spin:R:1
C 1.730 -0.849 -1.728 0.039
H 1.541 -1.470 -2.613 -0.001
H 2.184 0.117 -2.000 0.016
H 2.509 -1.394 -1.169 0.010
C -0.398 -0.439 -1.570 0.158
O -1.421 -0.714 -2.104 0.211
C 0.548 -0.650 -0.618 0.309
O 0.751 0.226 0.359 0.240
Ho -0.438 0.198 2.304 3.017
```



No. 6
Density functional theory data (ωB97M-V/def2-TZVPD) for a cluster of 6 separate species, C19H50N2O8S6 in total in a non-equilibrium geometry.

Summary:
**E_tot**: -104880.3979 eV
**HOMO**: -8.585 eV
**F_max**: 1.4 eV/Å
**Frontier orbital gap**: 9.02 eV

Geometry as XYZ:
```
85
Properties=species:S:1:pos:R:3:lowdin_charge:R:1
C -1.266 -2.784 -2.833 -0.100
C -0.566 -2.074 -1.678 -0.241
C 0.843 -2.617 -1.402 -0.193
C 0.949 -3.555 -0.203 -0.198
N 1.363 -2.872 1.026 0.045
C 0.527 -3.071 2.182 -0.519
N 0.541 -4.437 2.688 0.098
C 1.005 -2.142 3.306 -0.079
C 0.411 -0.814 2.832 -0.177
O -0.672 -1.115 1.956 -0.070
C -0.896 -2.505 2.023 -0.320
C -1.858 -2.826 3.154 -0.173
S -2.391 -4.531 3.127 0.677
O -2.119 -5.110 1.841 -0.351
O -3.772 -4.538 3.521 -0.368
H -1.604 -3.769 -2.522 0.072
H -0.644 -2.834 -3.719 0.070
H -2.163 -2.224 -3.078 0.069
H -0.473 -1.030 -1.958 0.102
H -1.212 -2.131 -0.809 0.088
H 1.136 -3.186 -2.281 0.090
H 1.543 -1.789 -1.341 0.092
H 0.002 -4.080 -0.098 0.112
H 1.699 -4.309 -0.436 0.103
H 1.548 -1.892 0.858 0.108
H 1.490 -4.681 2.952 0.096
H 0.266 -5.103 1.973 0.072
H 2.073 -2.097 3.482 0.126
H 0.563 -2.440 4.248 0.103
H 1.199 -0.284 2.295 0.098
H 0.122 -0.133 3.629 0.121
H -1.362 -2.911 1.131 0.122
H -2.768 -2.254 3.018 0.109
H -1.484 -2.597 4.146 0.108
H -1.637 -5.185 4.041 0.075
C 0.694 2.845 1.276 -0.264
S 1.535 2.101 -0.121 0.805
O 2.620 1.232 0.427 -0.571
C 2.303 3.618 -0.698 -0.285
H 0.174 2.053 1.813 0.037
H 1.423 3.320 1.933 0.066
H -0.031 3.577 0.915 0.023
H 2.926 4.046 0.084 0.056
H 1.527 4.324 -0.991 0.059
H 2.919 3.374 -1.561 0.039
C 4.242 8.092 -3.065 -0.271
S 3.704 6.436 -2.620 0.792
O 4.026 6.246 -1.183 -0.548
C 4.966 5.570 -3.562 -0.267
H 3.605 8.801 -2.541 0.050
H 5.279 8.233 -2.760 0.058
H 4.137 8.231 -4.141 0.053
H 5.954 5.882 -3.223 0.059
H 4.839 5.785 -4.623 0.054
H 4.839 4.503 -3.389 0.043
C -6.216 -2.156 1.659 -0.271
S -5.542 -2.711 0.088 0.785
O -6.060 -1.799 -0.965 -0.557
C -6.505 -4.225 0.000 -0.266
H -5.770 -1.190 1.889 0.047
H -7.298 -2.051 1.576 0.056
H -5.954 -2.876 2.435 0.043
H -7.567 -3.983 0.027 0.057
H -6.234 -4.871 0.836 0.054
H -6.262 -4.718 -0.938 0.050
C 4.531 -3.108 -3.349 -0.263
S 3.463 -1.762 -3.875 0.783
O 2.707 -2.242 -5.061 -0.547
C 4.783 -0.704 -4.486 -0.271
H 3.895 -3.906 -2.969 0.045
H 5.110 -3.470 -4.198 0.057
H 5.191 -2.758 -2.555 0.055
H 5.344 -1.227 -5.261 0.056
H 5.437 -0.428 -3.659 0.053
H 4.324 0.190 -4.904 0.047
C -2.549 5.042 3.554 -0.268
S -2.922 4.382 1.924 0.805
O -1.915 4.947 0.986 -0.558
C -4.440 5.312 1.685 -0.270
H -1.601 4.617 3.876 0.047
H -2.467 6.127 3.500 0.059
H -3.336 4.751 4.250 0.053
H -4.230 6.379 1.757 0.059
H -5.169 5.012 2.438 0.054
H -4.821 5.077 0.694 0.052
```



No. 7
Density functional theory data (ωB97M-V/def2-TZVPD) for the molecule C3H6N2O2S in a non-equilibrium geometry.

Summary:
**E_tot**: -21114.5731 eV
**HOMO**: -9.319 eV
**F_max**: 2.0 eV/Å
**Frontier orbital gap**: 10.00 eV
**Relative energy (zero: lowest compared OMol25 entry of this formula, charge and spin)**: 509.09 kJ/mol
**SMILES string**: O/N=C/O/N=C/CS

Geometry as XYZ:
```
14
Properties=species:S:1:pos:R:3:lowdin_charge:R:1
C 2.210 -0.139 0.586 -0.548
C 1.092 0.728 0.048 -0.210
C -2.205 0.579 -0.416 -0.240
H 3.980 -1.497 -0.160 -0.144
H 1.826 -1.099 0.980 0.086
H 2.731 0.437 1.416 0.083
H 1.315 1.755 -0.163 0.124
H -2.927 1.404 -0.427 0.143
H -4.049 -1.694 -0.126 0.062
N -0.039 0.167 -0.052 0.077
N -2.517 -0.633 -0.291 0.018
O -0.973 1.128 -0.459 -0.068
O -3.928 -0.773 -0.245 -0.063
S 3.485 -0.361 -0.690 0.680
```



No. 8
Density functional theory data (ωB97M-V/def2-TZVPD) for the molecule C2H4O3 in a non-equilibrium geometry.

Summary:
**E_tot**: -8279.5923 eV
**HOMO**: -10.904 eV
**F_max**: 7.8 eV/Å
**Frontier orbital gap**: 11.03 eV
**Relative energy (zero: lowest compared OMol25 entry of this formula, charge and spin)**: 189.77 kJ/mol
**SMILES string**: O=C(O)CO

Geometry as XYZ:
```
9
Properties=species:S:1:pos:R:3:lowdin_charge:R:1
C -1.118 0.160 -0.209 -0.171
C 0.397 0.251 -0.036 -0.551
H -0.563 -1.593 0.414 0.070
H -1.304 0.552 -1.354 0.180
H -1.468 0.856 0.627 0.149
H 0.527 2.079 -0.525 0.233
O -1.400 -1.173 0.195 -0.054
O 1.246 1.185 -0.503 0.052
O 1.045 -0.558 0.597 0.091
```